ORCA calculation (ωB97M-V with the def2-TZVPD basis set) on a 2-piece molecular cluster, C6H4ClF3N4 overall in a non-equilibrium geometry.

HOMO level = -0.3553 Eh
M = 224.6 g/mol
Kohn-Sham gap = 8.99 eV
ΔE to the lowest compared entry with this formula, charge and spin = 0.0 kJ/mol

Geometry as ORCA input:
```
! RIJCOSX wB97M-V def2-TZVPD def2/J DEFGRID3
* xyz 0 1
Cl -0.7314 2.7379 0.4423
F -5.0831 0.2316 -0.3111
F -3.9594 0.4198 1.5035
F -4.3969 -1.5612 0.5427
N -1.5878 -0.4879 -0.3256
N -1.6221 0.2103 -2.3900
N -2.8936 0.2545 -1.9043
N -1.2465 -0.9844 0.8318
C -4.0561 -0.2615 0.3131
C -2.8362 -0.0887 -0.6165
C -0.8258 -0.2148 -1.4299
C 0.0288 -1.1488 0.9823
C 0.5473 -0.5336 -1.3199
C 0.9758 -0.9391 -0.0599
H 0.4725 -1.4390 1.8476
H 1.8913 -1.2598 0.2937
H -1.8655 3.0902 -0.1447
H 1.0386 -0.3371 -2.2810
*
```

Löwdin atomic charge list, values in e, 6 entries: number 1, Cl, carries 0.283; number 2, F, carries 0.173; number 3, F, carries 0.113; number 4, F, carries 0.128; number 5, N, carries -0.027; number 6, N, carries 0.073

---

ORCA calculation (ωB97M-V with the def2-TZVPD basis set) on a 4-piece molecular cluster, C36H71ClN6O2 overall.

HOMO level = -0.2927 Eh
M = 655.5 g/mol
Kohn-Sham gap = 7.65 eV
ΔE to the lowest compared entry with this formula, charge and spin = 0.0 kJ/mol

Geometry as ORCA input:
```
! RIJCOSX wB97M-V def2-TZVPD def2/J DEFGRID3
* xyz 0 1
Cl 1.3877 -4.1184 -0.3525
O 4.4309 -0.8217 -1.1128
O 5.8615 2.5716 1.5500
N -7.0543 4.1732 0.2661
N 4.9885 -8.6931 -0.1032
N 0.4762 2.5929 -3.7328
N 5.5531 0.7243 0.1813
N 3.4508 2.9988 3.2626
N 0.3246 3.4558 3.2447
C -6.9085 5.3636 1.0841
C 1.1992 0.3393 1.8393
C -2.7357 2.6950 1.7503
C 3.3156 0.2912 0.7547
C 1.0423 1.5702 -4.5979
C -0.6404 3.9771 4.2193
C 0.7176 2.0915 3.6226
C 4.4352 -0.0779 -0.1705
C -9.2766 4.4142 -0.9831
C 5.1603 1.6771 1.1697
C 0.3225 2.2262 -2.3378
C 1.5857 2.1225 -1.4761
C 2.9261 1.9519 2.4675
C -7.4240 2.9917 1.0235
C 0.8618 4.4249 -5.3581
C 1.5413 -2.7812 0.8422
C -7.7440 4.3474 -1.0010
C -0.2270 -0.1538 1.9330
C 3.6425 -10.7127 -0.6142
C 2.0555 -0.2714 0.9069
C -3.7313 0.4418 1.2897
C -2.4970 1.1788 1.8663
C 4.4683 -6.2137 -0.4892
C 5.9952 -8.9897 -1.1076
C 1.6585 -1.4667 0.0686
C 1.6280 1.4404 2.6121
C 2.7359 -3.0362 1.7531
C -1.2084 0.7424 1.1253
C 3.7546 1.3635 1.5247
C -7.2603 1.7037 0.2314
C 2.5620 1.3585 -4.5661
C -8.1518 5.9123 1.7948
C 5.7330 -8.5306 -2.5481
C 4.9854 -7.3371 0.4165
C 0.9945 3.9349 -3.9240
C 3.6597 -9.2101 -0.3763
H -7.8507 6.6582 2.5330
H -7.4467 3.5288 -1.6610
H -0.3482 2.9608 -1.8788
H -2.4455 0.8765 2.9156
H 2.7854 -4.0832 2.0451
H 2.0469 4.0354 -3.6128
H 1.5043 3.8707 -6.0430
H 1.2219 2.0762 4.6049
H 4.1218 -11.2394 0.2121
H 6.1511 -10.0714 -1.1186
H -0.1692 4.3340 -5.7025
H -9.6462 5.3730 -0.6227
H -8.4519 3.0378 1.4179
H -4.6198 1.0611 1.4286
H -6.1506 5.1407 1.8423
H -0.2535 3.9383 5.2479
H 3.1741 -8.7115 -1.2305
H 3.5112 -6.4633 -0.9468
H 5.8850 -7.4602 -2.6767
H -0.2152 1.2735 -2.2965
H -3.6245 0.2613 0.2200
H -0.5441 -0.2257 2.9722
H 0.6353 -2.8478 1.4407
H -1.8101 3.2501 1.5860
H 2.8663 0.7686 -5.4328
H 4.3159 -5.3078 0.0999
H 2.2305 2.9962 -1.5860
H 3.6682 -2.7580 1.2562
H -6.7640 2.9487 1.8952
H -1.4878 0.2091 0.2157
H 3.0416 -8.9893 0.4981
H 2.1662 1.2315 -1.7144
H 2.6119 -11.0615 -0.6915
H 6.0022 -7.0972 0.7403
H 0.7507 1.8012 -5.6254
H -9.6599 4.2790 -1.9962
H -8.6973 5.1301 2.3238
H 6.9426 -8.5703 -0.7600
H 3.5364 3.8609 2.7401
H 4.3813 -7.3460 1.3299
H -3.1719 3.0930 2.6699
H 4.7197 -8.7711 -2.8729
H -6.2511 1.6350 -0.1763
H 0.5407 0.6272 -4.3662
H -1.5398 3.3603 4.1986
H 2.8910 0.8188 -3.6791
H 2.6344 -2.4162 2.6470
H -7.9714 1.6259 -0.5916
H -8.8366 6.4019 1.1036
H -7.3466 5.2496 -1.4722
H 1.1518 5.4747 -5.4172
H -9.7106 3.6280 -0.3636
H 1.3022 2.0557 -0.4237
H 6.4061 0.2235 0.3913
H -0.6740 1.6379 0.8002
H -7.4250 0.8458 0.8850
H -0.2052 1.5334 3.7574
H 6.4216 -9.0402 -3.2251
H 3.1048 2.3041 -4.6098
H -3.9151 -0.5021 1.8063
H 4.1495 -10.9891 -1.5393
H -6.4774 6.1508 0.4598
H -0.9038 5.0024 3.9686
H 0.7528 -1.2663 -0.5105
H 0.4178 4.5993 -3.2744
H 1.1411 4.0506 3.3255
H 2.9096 3.1540 4.1014
H 5.1755 -5.9667 -1.2803
H -0.2760 -1.1475 1.5004
H -3.4209 2.9286 0.9336
H 2.4464 -1.6330 -0.6644
*
```

Löwdin atomic charge list, values in e, 6 entries: number 1, Cl, carries 0.624; number 2, O, carries 0.116; number 3, O, carries 0.126; number 4, N, carries -0.201; number 5, N, carries -0.203; number 6, N, carries -0.199

---

ORCA calculation (ωB97M-V with the def2-TZVPD basis set) on a 2-piece molecular cluster, C5H12OS2 overall in a non-equilibrium geometry.

HOMO level = -0.3298 Eh
M = 152.3 g/mol
Kohn-Sham gap = 9.58 eV
ΔE to the lowest compared entry with this formula, charge and spin = 54.8 kJ/mol

Geometry as ORCA input:
```
! RIJCOSX wB97M-V def2-TZVPD def2/J DEFGRID3
* xyz 0 1
S -2.0492 -1.2980 -2.1192
S -1.6463 0.7139 -1.8568
O 1.2083 -1.2479 -1.2030
C 1.9951 0.0504 0.6904
C -2.1522 0.9841 -0.1225
C 1.6333 -1.2738 0.1102
C -1.5368 2.2675 0.4069
C 1.7161 -2.4566 0.7097
H 1.1589 -0.3415 -1.5263
H -1.8096 2.3823 1.4560
H 2.9132 0.4351 0.2465
H -1.8147 0.1078 0.4292
H -0.4546 2.3057 0.2949
H 1.4668 -3.4066 0.2803
H 2.0575 -2.4377 1.7380
H 1.1649 0.7438 0.5559
H 2.1724 -0.0513 1.7598
H -1.9434 3.1251 -0.1339
H -0.8433 -1.6536 -1.6611
H -3.2365 1.0514 -0.0549
*
```

Löwdin atomic charge list, values in e, 6 entries: number 1, S, carries 0.347; number 2, S, carries 0.406; number 3, O, carries -0.040; number 4, C, carries -0.028; number 5, C, carries -0.615; number 6, C, carries -0.461

---

- The highest M belongs to which entry?
  C36H71ClN6O2

---

- What is the formula in the second record?
  C36H71ClN6O2

---

- Among the records above, which one has the highest HOMO level?
  C36H71ClN6O2

---

- Which value of HOMO level does entry 2 give?
  -0.2927 Eh